Below is a structure of composition C22H38GaI2O12, with properties calculated with ωB97M-V/def2-TZVPD.

```
75
Properties=species:S:1:pos:R:3:lowdin_charge:R:1
C 0.330 -1.480 -0.500 -0.21
C 0.266 -0.951 -1.982 -0.79
I 0.882 -2.688 -3.232 0.76
C 1.289 0.195 -2.303 -0.87
I 1.028 0.949 -4.354 0.63
Ga 1.354 1.750 -0.940 0.27
C -0.328 2.981 -1.123 -0.27
C -1.521 1.993 -1.328 -0.31
C -2.112 1.841 -2.651 -0.10
C -3.192 0.872 -2.800 -0.10
C -3.626 0.102 -1.638 -0.13
C -3.042 0.296 -0.316 -0.10
C -1.957 1.259 -0.136 -0.08
H 0.011 -0.734 0.259 0.03
H 1.335 -1.935 -0.292 0.06
H -0.404 -2.338 -0.448 0.07
H -0.784 -0.739 -2.292 0.05
H 2.309 -0.285 -2.294 0.00
H 1.198 1.074 0.526 -0.07
H 2.715 2.602 -1.032 -0.10
H -0.481 3.586 -0.183 0.04
H -0.239 3.712 -1.965 0.04
H -1.707 2.467 -3.471 0.07
H -3.638 0.733 -3.813 0.09
H -4.432 -0.650 -1.806 0.08
H -3.349 -0.283 0.581 0.09
H -1.472 1.428 0.853 0.10
C 2.853 -4.435 -0.961 -0.09
O 2.975 -4.550 0.462 0.01
C 4.093 -5.149 0.869 -0.61
O 4.969 -5.580 0.160 0.11
O 4.079 -5.190 2.210 0.00
C 5.225 -5.809 2.787 -0.05
H 1.910 -3.932 -1.180 -0.05
H 3.665 -3.832 -1.369 0.09
H 2.835 -5.422 -1.426 0.10
H 6.132 -5.260 2.527 0.10
H 5.302 -6.850 2.469 0.09
H 5.103 -5.784 3.868 0.09
C -2.868 4.382 3.041 -0.03
O -2.768 4.283 4.465 0.00
C -1.655 3.682 4.896 -0.62
O -0.776 3.240 4.207 0.13
O -1.689 3.657 6.238 -0.01
C -0.553 3.038 6.837 -0.05
H -3.806 4.884 2.807 0.09
H -2.048 4.977 2.638 0.10
H -2.886 3.392 2.585 0.09
H 0.359 3.579 6.583 0.10
H -0.478 1.993 6.532 0.10
H -0.690 3.075 7.917 0.09
C -7.432 3.016 -0.301 -0.04
O -7.796 2.214 0.824 0.00
C -7.299 2.644 1.987 -0.61
O -6.603 3.613 2.145 0.12
O -7.710 1.807 2.949 0.00
C -7.248 2.149 4.255 -0.04
H -7.890 2.572 -1.183 0.09
H -7.810 4.033 -0.187 0.10
H -6.350 3.021 -0.436 0.10
H -7.620 3.131 4.551 0.10
H -6.158 2.122 4.298 0.10
H -7.641 1.406 4.947 0.09
C 6.641 -0.576 -5.835 -0.04
O 7.312 -1.634 -5.150 0.00
C 6.489 -2.490 -4.529 -0.61
O 5.290 -2.427 -4.513 0.13
O 7.237 -3.426 -3.929 0.00
C 6.483 -4.411 -3.221 -0.04
H 7.402 0.050 -6.298 0.09
H 5.994 -0.973 -6.618 0.10
H 6.067 0.033 -5.136 0.10
H 5.830 -4.958 -3.901 0.10
H 5.905 -3.951 -2.420 0.08
H 7.190 -5.111 -2.780 0.09
```

- Kohn-Sham gap (eV) = 6.94
- E_tot (a.u.) = -4284.1502
- 2S+1 = 1
- total charge = -1


Below is a structure of composition C22H38GeN7O3Y, with properties calculated with ωB97M-V/def2-TZVPD.

```
72
Properties=species:S:1:pos:R:3:lowdin_spin:R:1
Y 0.358 0.061 -0.269 0.01
C -1.025 3.713 1.564 0.00
C 0.185 2.818 1.728 0.01
C 0.732 2.859 3.145 0.03
C 1.278 3.106 0.708 0.00
O -0.247 1.425 1.440 0.12
Ge -0.141 0.048 2.622 0.43
O 1.393 -0.418 1.782 0.12
C 2.206 -1.565 2.271 0.01
C 2.213 -2.580 1.130 0.00
C 1.499 -2.150 3.486 0.03
C 3.585 -1.042 2.646 0.00
O -1.028 -0.958 1.419 0.12
C -2.457 -1.307 1.638 0.01
C -2.592 -2.799 1.422 0.00
C -2.799 -0.921 3.071 0.05
C -3.286 -0.506 0.648 0.00
H -0.719 4.759 1.527 0.00
H -1.720 3.595 2.396 0.00
H -1.565 3.474 0.646 0.00
H 1.080 3.859 3.403 0.00
H 1.588 2.183 3.261 0.00
H -0.053 2.601 3.865 0.01
H 1.648 4.126 0.806 0.00
H 0.902 3.007 -0.320 0.00
H 2.134 2.437 0.848 0.00
H 1.256 -3.106 1.072 0.00
H 2.996 -3.323 1.272 0.00
H 2.416 -2.100 0.164 0.00
H 0.490 -2.497 3.232 0.00
H 1.457 -1.411 4.297 0.01
H 2.038 -3.012 3.879 0.00
H 3.902 -0.237 1.985 0.00
H 4.326 -1.839 2.597 0.00
H 3.590 -0.646 3.661 0.00
H -1.989 -3.358 2.139 0.00
H -2.286 -3.076 0.412 0.00
H -3.633 -3.097 1.548 0.00
H -2.144 -1.448 3.776 0.01
H -3.824 -1.184 3.328 0.00
H -2.715 0.169 3.210 0.01
H -3.115 -0.854 -0.373 0.00
H -3.051 0.560 0.710 0.00
H -4.347 -0.627 0.863 0.00
N -2.177 2.503 -3.254 0.00
C -1.430 2.563 -2.164 0.00
N -1.091 1.327 -1.804 0.00
C -1.698 0.547 -2.763 0.00
N -2.357 1.230 -3.657 0.00
C -1.567 -0.918 -2.805 0.00
C -2.212 -1.684 -3.766 0.00
N -2.090 -3.007 -3.798 0.00
C -1.316 -3.568 -2.874 0.00
C -0.658 -2.814 -1.914 0.00
N -0.783 -1.485 -1.878 0.00
H -2.599 3.262 -3.775 0.00
H -1.156 3.484 -1.674 0.00
H -2.836 -1.215 -4.518 0.00
H -1.218 -4.646 -2.894 0.00
H -0.021 -3.282 -1.173 0.00
C 4.284 -0.461 -1.022 0.00
C 3.360 -0.070 -2.120 0.00
N 2.049 0.170 -2.034 0.00
C 1.644 0.508 -3.333 0.00
C 2.702 0.459 -4.167 0.00
N 3.771 0.093 -3.382 0.00
H 3.837 -0.250 -0.054 0.00
H 5.219 0.094 -1.087 0.00
H 4.525 -1.525 -1.073 0.00
H 0.636 0.769 -3.587 0.00
H 2.791 0.651 -5.223 0.00
H 4.721 -0.025 -3.701 0.00
```

- ΔE to the lowest compared entry with this formula, charge and spin (kcal/mol) = 0.00
- Kohn-Sham gap (spin up / spin down) (eV) = 8.63 / 5.52
- E_tot (a.u.) = -3584.6511
- 2S+1 = 2
- total charge = +3


Below is a structure of composition C22H38KN3O3SbSi3, with properties calculated with ωB97M-V/def2-TZVPD.

```
71
Properties=species:S:1:pos:R:3:lowdin_charge:R:1
K 0.851 -0.653 -0.005 0.78
C -3.542 -2.067 -2.334 -0.31
Sb -2.019 -0.667 -1.633 1.40
C -1.565 -1.826 0.096 -0.58
C -2.197 -1.794 1.364 -0.43
C -2.671 -0.616 2.016 -0.07
C -3.159 -0.679 3.294 -0.12
C -3.210 -1.904 3.967 -0.12
C -2.741 -3.010 3.280 -0.18
N -2.258 -2.981 2.046 0.05
Si -0.894 -3.499 -0.356 0.39
C 0.122 -3.388 -1.979 -0.21
C -2.114 -4.927 -0.684 -0.19
C 0.418 -4.164 0.855 -0.18
C -3.515 1.071 -1.464 -0.52
C -2.781 2.024 -0.573 -0.45
C -3.235 3.311 -0.245 -0.05
C -2.450 4.139 0.536 -0.06
C -1.200 3.701 0.957 -0.06
C -0.800 2.440 0.560 -0.12
N -1.564 1.634 -0.171 0.02
Si -3.342 1.828 -3.206 0.43
C -3.548 0.599 -4.632 -0.19
C -4.608 3.213 -3.522 -0.17
C -1.643 2.639 -3.392 -0.17
Si -5.323 0.697 -1.014 0.49
C -5.650 -0.637 0.276 -0.16
C -6.290 2.214 -0.379 -0.19
C -6.337 0.169 -2.533 -0.19
H -3.050 -2.858 -2.901 -0.01
H -4.284 -1.586 -2.968 -0.04
H -4.024 -2.515 -1.466 0.00
H -2.620 0.322 1.482 0.08
H -3.516 0.220 3.787 0.10
H -3.594 -1.991 4.975 0.08
H -2.762 -3.993 3.748 0.09
H -0.500 -3.089 -2.828 0.00
H 0.547 -4.368 -2.210 0.03
H 0.956 -2.681 -1.918 0.01
H -2.603 -4.816 -1.654 0.00
H -2.886 -4.940 0.087 0.02
H -1.602 -5.893 -0.672 0.02
H 1.339 -3.571 0.817 0.02
H 0.681 -5.191 0.586 0.02
H 0.051 -4.164 1.880 0.01
H -4.188 3.654 -0.616 0.08
H -2.808 5.126 0.802 0.10
H -0.556 4.319 1.567 0.10
H 0.171 2.045 0.833 0.10
H -4.544 0.152 -4.638 0.01
H -2.817 -0.209 -4.574 0.01
H -3.410 1.114 -5.586 0.03
H -5.625 2.898 -3.278 0.00
H -4.593 3.507 -4.574 0.03
H -4.379 4.101 -2.927 0.03
H -0.840 1.906 -3.310 0.02
H -1.484 3.394 -2.617 0.03
H -1.555 3.136 -4.361 0.03
H -5.544 -0.251 1.289 0.02
H -4.978 -1.490 0.182 0.01
H -6.677 -0.997 0.161 0.03
H -5.911 2.570 0.581 0.03
H -7.334 1.927 -0.235 0.03
H -6.273 3.047 -1.086 0.01
H -6.082 -0.838 -2.868 0.02
H -6.220 0.848 -3.380 0.00
H -7.395 0.163 -2.258 0.03
O 4.473 -0.177 0.504 0.00
N 3.301 -0.022 0.150 -0.64
O 2.876 -0.494 -0.931 -0.19
O 2.482 0.604 0.871 -0.21
```

- ΔE to the lowest compared entry with this formula, charge and spin (kcal/mol) = 6.95
- Kohn-Sham gap (eV) = 5.97
- E_tot (a.u.) = -2959.7901
- 2S+1 = 1
- total charge = -1


Below is a structure of composition C22H38MgP2, with properties calculated with ωB97M-V/def2-TZVPD.

```
63
Properties=species:S:1:pos:R:3:nbo_charge:R:1
P 0.567 2.202 -0.999 1.59
P -2.272 -0.835 -0.068 0.86
C 0.395 0.441 -0.446 -0.77
C -0.715 -0.399 -1.087 -0.74
H 0.271 0.514 0.652 0.28
H 1.404 0.005 -0.715 0.17
H -1.131 0.121 -1.969 0.22
H -0.289 -1.366 -1.412 0.22
C -1.429 -1.872 1.227 -0.96
H -2.193 -2.189 1.955 0.26
H -0.643 -1.295 1.739 0.22
H -0.953 -2.776 0.814 0.21
C -2.896 -2.196 -1.147 -0.96
H -2.322 -3.122 -1.002 0.22
H -2.821 -1.849 -2.186 0.23
H -3.952 -2.382 -0.903 0.24
C 2.085 2.711 -0.158 -0.97
H 2.129 3.809 -0.177 0.26
H 2.964 2.300 -0.680 0.26
H 2.092 2.355 0.881 0.27
C 0.904 2.428 -2.752 -0.98
H 0.272 1.800 -3.400 0.28
H 1.964 2.220 -2.975 0.27
H 0.715 3.491 -2.988 0.27
Mg 2.152 -1.579 0.317 1.56
C 1.764 -3.531 -0.505 -0.55
C 2.084 -3.546 0.850 -0.54
C 3.485 -3.480 1.416 -0.46
C 4.608 -2.573 0.722 -0.45
C 4.185 -1.296 0.047 -0.55
C 3.551 -1.223 -1.186 -0.61
C 3.362 -2.328 -2.174 -0.43
C 2.757 -3.656 -1.642 -0.45
C -0.845 3.087 -0.380 -1.01
H 0.727 -3.731 -0.800 0.22
H 1.270 -3.644 1.589 0.24
H 3.909 -4.491 1.507 0.20
H 3.396 -3.116 2.454 0.22
H 5.268 -2.226 1.539 0.23
H 5.219 -3.209 0.061 0.21
H 4.527 -0.367 0.509 0.22
H 3.374 -0.230 -1.597 0.19
H 4.292 -2.572 -2.715 0.19
H 2.706 -1.934 -2.970 0.20
H 2.204 -4.083 -2.498 0.22
H 3.556 -4.394 -1.439 0.20
H -1.649 2.415 -0.047 0.34
H -1.224 3.736 -1.177 0.26
H -0.519 3.708 0.469 0.29
C -2.571 1.306 2.434 -0.79
C -3.518 2.251 2.031 -0.05
C -3.559 3.537 2.663 -0.30
C -4.552 4.451 2.327 -0.20
C -5.486 4.145 1.327 -0.36
C -5.418 2.922 0.641 -0.20
C -4.460 1.972 0.981 -0.32
H -1.745 1.638 3.061 0.17
H -2.739 0.242 2.239 0.17
H -2.819 3.741 3.438 0.19
H -4.608 5.396 2.862 0.19
H -6.291 4.848 1.101 0.19
H -6.141 2.697 -0.142 0.19
H -4.394 1.000 0.480 0.20
```

- ΔE to the lowest compared entry with this formula, charge and spin (kcal/mol) = 90.47
- Kohn-Sham gap (spin up / spin down) (eV) = 3.75 / 3.78
- E_tot (a.u.) = -1743.5505
- 2S+1 = 1
- total charge = 0


Below is a structure of composition C22H38N9O3RbS, with properties calculated with ωB97M-V/def2-TZVPD.

```
74
Properties=species:S:1:pos:R:3:lowdin_charge:R:1
Rb 0.427 0.216 0.857 0.71
C -4.012 2.216 3.554 -0.10
C -4.695 0.831 3.472 -0.26
N -3.755 -0.278 3.399 -0.05
C -2.883 -0.380 2.336 -0.84
S -1.528 -1.467 2.562 0.38
N -3.212 0.377 1.279 -0.02
N -2.441 0.218 0.181 -0.04
C -2.797 0.782 -0.888 -0.34
C -4.023 1.660 -0.994 -0.04
C -2.017 0.556 -2.111 -0.24
C -2.662 0.381 -3.361 -0.01
C -1.885 0.070 -4.470 -0.05
C -0.493 0.039 -4.298 -0.06
C 0.070 0.200 -3.039 -0.14
N -0.696 0.430 -1.969 0.06
H -4.748 2.924 3.985 0.07
H -3.763 2.583 2.527 0.05
H -3.108 2.165 4.196 0.08
H -5.277 0.776 2.544 0.10
H -5.327 0.653 4.347 0.11
H -3.442 -0.701 4.220 0.07
H -3.997 2.423 -0.250 0.05
H -4.925 1.053 -0.811 0.09
H -4.154 2.155 -1.964 0.07
H -3.729 0.374 -3.383 0.10
H -2.316 -0.052 -5.444 0.10
H 0.201 -0.225 -5.100 0.10
H 1.145 0.208 -2.878 0.07
N -0.158 3.338 0.093 -0.01
C 0.420 4.544 0.711 -0.24
C 1.117 4.106 2.057 -0.08
C 2.273 3.146 1.825 -0.60
O 3.144 3.592 0.967 0.10
O 2.288 2.042 2.316 0.01
H -0.481 3.579 -0.838 0.07
H -1.018 3.093 0.565 0.06
H -0.336 5.321 0.881 0.11
H 1.161 5.008 0.052 0.11
H 0.426 3.558 2.706 0.12
H 1.444 4.972 2.620 0.12
N 4.409 1.685 -0.478 -0.07
C 4.528 0.308 0.056 -0.18
C 4.974 -0.642 -1.046 -0.22
N 4.101 -0.678 -2.212 -0.05
C 3.897 0.693 -2.739 -0.21
C 3.491 1.689 -1.662 -0.19
H 5.300 2.030 -0.813 0.12
H 3.645 2.835 0.543 0.07
H 3.544 0.063 0.427 0.08
H 5.227 0.294 0.881 0.12
H 4.991 -1.693 -0.652 0.13
H 5.972 -0.387 -1.361 0.11
H 3.205 -1.079 -1.958 0.05
H 3.088 0.655 -3.500 0.10
H 4.803 1.059 -3.291 0.13
H 2.489 1.462 -1.360 0.09
H 3.469 2.690 -2.086 0.12
N 1.469 -1.980 -0.503 0.10
C 0.891 -2.865 -0.046 -0.31
N 0.298 -3.936 0.476 -0.08
C 1.186 -5.084 0.523 -0.12
C 0.475 -6.108 1.415 -0.19
O -0.770 -6.435 0.842 -0.13
C -1.675 -5.302 0.796 -0.15
C -1.035 -4.215 -0.027 -0.14
H 2.162 -4.874 0.856 0.11
H 1.378 -5.543 -0.482 0.15
H 0.323 -5.690 2.431 0.14
H 1.042 -7.032 1.513 0.13
H -1.943 -4.931 1.771 0.12
H -2.550 -5.655 0.240 0.13
H -1.619 -3.281 0.037 0.12
H -1.007 -4.539 -1.045 0.12
```

- ΔE to the lowest compared entry with this formula, charge and spin (kcal/mol) = 3.77
- Kohn-Sham gap (eV) = 7.13
- E_tot (a.u.) = -2001.9062
- 2S+1 = 1
- total charge = 0


Below is a structure of composition C22H38NO2P2SiV, with properties calculated with ωB97M-V/def2-TZVPD.

```
67
Properties=species:S:1:pos:R:3:nbo_charge:R:1
C -0.590 -4.892 -1.094 -0.29
C -0.535 -3.475 -1.190 0.27
N -0.639 -2.765 -0.016 -0.61
C -0.752 -3.343 1.186 0.27
C -0.815 -4.725 1.287 -0.30
C -0.735 -5.504 0.128 -0.11
C -0.457 -2.754 -2.413 -0.87
P -0.172 -0.974 -2.413 1.03
V -0.492 -0.707 -0.138 0.31
P -1.141 -0.691 2.104 1.15
C -0.658 -2.455 2.411 -0.75
C -0.542 1.597 -0.325 -0.08
C 0.671 2.356 -0.361 -0.07
C 0.803 3.668 -0.496 -0.25
C -0.355 4.405 -0.358 -0.15
C -1.583 3.757 -0.234 -0.24
C -1.700 2.360 -0.174 -0.25
O -3.392 -2.682 -2.386 -0.99
O -4.114 -2.205 0.152 -0.99
H -0.501 -5.448 -2.021 0.23
H -0.901 -5.167 2.269 0.23
H -0.778 -6.588 0.191 0.23
C 1.522 -0.606 -2.961 -0.93
C -1.226 -0.230 -3.695 -0.94
H -1.249 -2.875 3.239 0.26
H 0.394 -2.424 2.754 0.26
H -2.393 -2.710 -2.492 0.50
H -0.251 -3.342 -3.321 0.25
C -0.151 0.290 3.258 -0.94
C -2.852 -0.545 2.661 -0.97
H 1.869 1.579 -0.834 0.33
H 1.825 4.062 -0.540 0.23
H -0.230 5.492 -0.381 0.23
H -2.466 4.381 -0.184 0.23
H -2.703 1.898 -0.107 0.22
H -2.113 -0.157 -0.800 0.08
H -4.844 -1.593 -0.045 0.47
H -3.823 -2.511 -0.756 0.51
H -3.681 -3.521 -2.787 0.49
H -2.271 -0.906 -0.261 0.12
H 1.701 -0.973 -3.980 0.25
H 1.666 0.481 -2.939 0.23
H 2.242 -1.063 -2.272 0.25
H -0.913 -0.558 -4.696 0.25
H -2.269 -0.518 -3.520 0.26
H -1.135 0.860 -3.622 0.25
H -2.942 -0.797 3.727 0.25
H -3.187 0.488 2.504 0.25
H -3.470 -1.211 2.046 0.29
H -0.344 0.013 4.302 0.25
H 0.916 0.171 3.034 0.25
H -0.394 1.349 3.116 0.25
C 4.182 3.175 -0.798 -1.13
Si 3.265 2.768 0.797 1.69
C 4.356 1.702 1.773 -1.15
C 2.794 4.221 1.858 -1.14
C 1.673 1.572 0.375 -0.79
C 0.736 0.417 0.582 0.06
H 5.089 3.720 -0.500 0.26
H 3.665 3.788 -1.553 0.25
H 4.503 2.246 -1.295 0.25
H 5.239 2.318 2.010 0.25
H 3.822 1.410 2.681 0.24
H 4.630 0.826 1.178 0.25
H 2.126 4.978 1.425 0.25
H 2.326 3.850 2.779 0.25
H 3.740 4.718 2.129 0.26
```

- ΔE to the lowest compared entry with this formula, charge and spin (kcal/mol) = 78.80
- Kohn-Sham gap (spin up / spin down) (eV) = 5.72 / 5.66
- E_tot (a.u.) = -2982.0812
- 2S+1 = 2
- total charge = +1